(1)
The following is a DFT calculation (wB97M-V/def2-TZVPD) of a structure of composition C20H17O7ReSe.

Positions of all 46 atoms, in Å:
Re -2.446567 0.258847 -0.193363
C -1.331807 -1.477047 2.263367
C -1.053174 -2.530344 1.377346
C -1.923388 -2.791310 0.338249
C -3.130625 -2.080556 0.220367
C -3.493377 -1.140012 1.199620
C -2.525556 -0.775586 2.168279
H -0.617572 -1.216522 3.035026
H -0.142393 -3.100398 1.484604
H -1.698185 -3.568349 -0.381039
H -3.835804 -2.335548 -0.563376
H -4.498830 -0.749566 1.255096
H -2.775590 -0.019744 2.901643
O -0.360213 -0.234402 -0.490400
C 0.599170 0.827493 -0.112893
C -0.241030 2.030857 0.315936
O 0.203064 3.063567 0.683779
O -1.606055 1.842180 0.285290
C 1.463176 1.136253 -1.336817
C 1.812910 0.070475 -2.170520
C 2.602857 0.284318 -3.289498
C 3.071282 1.556447 -3.575190
C 2.749719 2.609919 -2.733979
C 1.948336 2.407101 -1.618748
C 1.429470 0.297043 1.062781
C 1.876285 -1.022802 0.992235
C 2.664195 -1.554111 1.997959
C 3.021797 -0.772905 3.089659
C 2.597074 0.542421 3.154713
C 1.808055 1.081741 2.143445
H -0.252955 -0.383332 -1.448185
H 1.515865 -0.945778 -1.937358
H 2.861851 -0.550225 -3.927224
H 3.688710 1.724833 -4.447148
H 3.118845 3.604289 -2.945453
H 1.711468 3.242603 -0.978053
H 1.612256 -1.642324 0.146402
H 3.010771 -2.577477 1.926039
H 3.638553 -1.187148 3.875917
H 2.881448 1.163647 3.993184
H 1.505013 2.115727 2.209977
O -2.719954 0.044104 -1.999844
Se -4.486311 0.623880 -2.126476
O -4.530462 1.959059 -2.963798
O -4.375706 0.829076 -0.422101
O -5.346619 -0.660393 -2.459447

Cartesian forces (eV/Å) of the 3 atoms listed first:
Re -0.105 0.137 -0.392
C 0.231 -0.314 -0.259
C -0.111 0.168 0.076

Its LUMO energy (alpha / beta) is -5.11 / -5.23 eV. As for the total charge: +1. Its spin multiplicity is 2. The value obtained for the gap between HOMO and LUMO (alpha / beta) is 7.31 / 7.18 eV.

Löwdin atomic charge list, values in e, 5 entries:
1 Re 1.640
2 C -0.020
3 C -0.046
4 C -0.031
5 C -0.119

***

(2)
The following is a DFT calculation (wB97M-V/def2-TZVPD) of a structure of composition C20H18BNO.

Positions of all 41 atoms, in Å:
C 5.813915 -2.293004 -0.205171
C 4.874114 -2.285489 -1.238593
C 4.045838 -1.173788 -1.432491
C 4.237708 -0.040321 -0.639808
O 3.420398 1.078406 -0.855727
C 2.050723 0.897076 -0.566586
C 1.563218 1.419597 0.622518
C 0.233629 1.200562 0.966484
C -0.684973 0.547111 0.130416
C -2.044630 0.541042 0.649149
C -3.038392 -0.458718 0.228541
C -4.302641 -0.412804 0.883141
C -5.382684 -1.149050 0.419334
C -5.231765 -1.978867 -0.706553
C -3.976405 -2.105841 -1.308247
C -2.860953 -1.435299 -0.786123
C -0.175590 0.082683 -1.117943
C 1.204288 0.146422 -1.397782
C 5.211894 -0.013302 0.377020
C 5.961770 -1.168900 0.607659
H 6.436331 -3.179433 -0.050404
H 4.748422 -3.136114 -1.914076
H 3.248780 -1.178242 -2.178779
H 2.198451 1.996137 1.279998
H -0.138959 1.623854 1.895280
H -2.139026 0.774837 1.748720
H -4.433760 0.283401 1.720662
H -6.373373 -1.010606 0.851644
H -6.096428 -2.481122 -1.153228
H -3.869239 -2.672101 -2.238271
H -1.883618 -1.637396 -1.219722
H -0.852072 -0.238346 -1.906652
H 1.585364 -0.321863 -2.297383
H 5.380338 0.891120 0.972171
H 6.704212 -1.181656 1.418318
H -2.412986 1.785493 0.945591
B -2.845944 2.966097 1.537954
H -4.003422 3.227640 1.190662
H -2.759331 2.770301 2.760069
C -1.989521 4.160872 1.142515
N -1.423664 5.159606 0.865687

Cartesian forces (eV/Å) of the 3 atoms listed first:
C -0.088 -0.137 -0.240
C -0.310 0.211 -0.016
C 0.462 -0.031 0.291

Its LUMO energy is -1.65 eV. The value obtained for the gap between HOMO and LUMO is 7.62 eV.

Löwdin atomic charge list, values in e, 5 entries:
1 C -0.098
2 C -0.076
3 C -0.015
4 C -0.241
5 O -0.002

***

(3)
The following is a DFT calculation (wB97M-V/def2-TZVPD) of a structure of composition C20H18BrN7O8PdS2.

Positions of all 57 atoms, in Å:
Pd 0.178514 -0.177098 -0.715653
N -3.751244 1.689751 5.434379
C -3.081400 0.949737 4.504727
C -2.445383 -0.247309 4.873285
C -1.767039 -0.990617 3.936845
C -1.711713 -0.550974 2.615613
C -2.349048 0.626332 2.227015
C -3.025297 1.369112 3.168978
S -0.865861 -1.503191 1.442563
O -0.864350 -2.868276 1.842960
O -1.453786 -1.157155 0.107802
N 0.588871 -0.908160 1.086431
C 1.555592 -0.561974 2.016485
N 2.584287 0.156915 1.578845
C 3.488823 0.476920 2.495761
C 3.386006 0.091441 3.822462
C 2.273453 -0.660626 4.153654
N 1.350284 -0.996719 3.259600
H -3.820714 1.382955 6.385319
H -4.222868 2.534456 5.173797
H -2.495219 -0.584542 5.901407
H -1.271782 -1.911624 4.209963
H -2.337062 0.941081 1.192539
H -3.530319 2.279820 2.871615
H 4.327710 1.070270 2.148471
H 4.129899 0.363326 4.555843
H 2.108760 -1.010019 5.166956
O -0.981153 3.238751 -1.940776
S -1.203763 1.909968 -1.488675
O -2.570078 1.502515 -1.305095
O -0.398731 1.596194 -0.171098
O -0.423476 0.848779 -2.331220
Br 0.317383 -1.287392 -4.882838
C -1.496846 -1.312845 -4.271341
C -2.494000 -1.015528 -5.187035
C -3.796675 -1.040417 -4.723006
C -4.033529 -1.357465 -3.393379
C -2.950376 -1.634230 -2.578734
N -1.687265 -1.613914 -3.012738
H -2.253099 -0.770844 -6.210550
H -4.614581 -0.809161 -5.392919
H -5.035502 -1.376267 -2.988896
H -3.084720 -1.862231 -1.529511
C 4.771898 1.922657 -2.862973
N 3.868107 0.849605 -2.452953
C 4.068204 -0.417049 -2.898612
C 3.241372 -1.455222 -2.639946
C 2.096606 -1.131077 -1.868071
O 1.084269 -1.834246 -1.549562
N 1.984608 0.112677 -1.364197
C 2.746762 1.213285 -1.679138
O 2.528603 2.339907 -1.331835
H 5.794797 1.552387 -2.852463
H 4.666525 2.741722 -2.159402
H 4.515482 2.280682 -3.859682
H 4.956283 -0.548365 -3.502924
H 3.403780 -2.446710 -3.028091

Cartesian forces (eV/Å) of the 3 atoms listed first:
Pd 0.464 -0.138 -0.094
N 0.019 0.014 -0.004
C 0.007 -0.032 0.026

Its LUMO energy is -1.71 eV. The value obtained for the gap between HOMO and LUMO is 6.80 eV.

Löwdin atomic charge list, values in e, 5 entries:
1 Pd 1.376
2 N 0.120
3 C -0.309
4 C -0.023
5 C -0.064

***

(4)
The following is a DFT calculation (wB97M-V/def2-TZVPD) of an isolated molecule of C20H18BrNO4S.

Positions of all 45 atoms, in Å:
O -1.539688 -1.926843 1.351844
C -0.563692 -1.238129 1.109155
N 0.682663 -1.749950 1.183735
H 0.700109 -2.736866 1.406271
C 1.959966 -1.101729 1.033906
H 1.819863 -0.021824 1.099751
H 2.609002 -1.411508 1.859728
C 2.640106 -1.468477 -0.296840
C 3.964591 -0.767634 -0.408288
C 4.056865 0.490655 -0.988550
C 5.271716 1.149289 -1.056102
C 6.411496 0.557783 -0.539495
C 6.329833 -0.695353 0.043185
C 5.113792 -1.351586 0.109262
H 5.056226 -2.331584 0.561291
H 7.215888 -1.163553 0.445713
H 7.360267 1.070174 -0.593326
H 5.328850 2.125494 -1.514497
H 3.173558 0.958380 -1.399851
H 1.987175 -1.186186 -1.124219
H 2.783598 -2.549998 -0.333219
C -0.730022 0.177253 0.705386
C -0.126048 0.991661 -0.219737
C -0.885288 2.179859 -0.264409
C -1.904220 2.016357 0.635263
C -3.084651 2.832772 0.938165
H -2.920250 3.893369 0.779767
H -3.486901 2.631355 1.925940
S -4.406224 2.332121 -0.272020
O -4.064221 2.906679 -1.543557
O -5.680178 2.660818 0.304332
C -4.216797 0.551781 -0.370326
C -4.746230 -0.243730 0.627514
C -4.515616 -1.607293 0.601681
C -3.746564 -2.136783 -0.422538
C -3.229696 -1.342080 -1.434251
C -3.468088 0.020062 -1.402574
H -3.083288 0.680737 -2.163496
H -2.639922 -1.781552 -2.224238
Br -3.397680 -3.987412 -0.451286
H -4.903570 -2.249265 1.376561
H -5.333585 0.210773 1.409496
O -1.815752 0.804681 1.213414
H -0.710028 3.037104 -0.880370
H 0.732652 0.770162 -0.818168

Cartesian forces (eV/Å) of the 3 atoms listed first:
O -0.003 0.114 0.191
C -0.299 -0.204 0.164
N 0.272 -0.315 0.069

Its LUMO energy is 0.46 eV. The SMILES is O=C(NCCc1ccccc1)c1ccc(CS(=O)(=O)c2ccc(Br)cc2)o1. The value obtained for the gap between HOMO and LUMO is 9.50 eV.

Löwdin atomic charge list, values in e, 5 entries:
1 O 0.054
2 C -0.408
3 N 0.086
4 H 0.157
5 C -0.175

***

(5)
The following is a DFT calculation (wB97M-V/def2-TZVPD) of a structure of composition C20H18ClN3O5.

Positions of all 47 atoms, in Å:
O -3.810324 -0.062459 -0.995403
C -2.697057 -0.281636 -0.455666
N -1.497758 0.081859 -1.163732
C -0.251769 -0.124936 -1.055427
C 0.606316 0.217159 -1.965423
C 0.447900 1.270436 -3.162355
C 1.010245 2.620241 -3.245103
C 1.083660 3.177743 -4.346987
C 0.316505 2.788978 -5.439141
C -0.398496 1.578027 -5.304227
C -0.019268 0.888631 -4.214106
Cl -0.801372 -0.810263 -4.330037
H -1.077711 1.105413 -6.216829
H 0.213069 3.523443 -6.187685
H 1.539322 4.121231 -4.377578
H 1.710316 2.927430 -2.383196
H 1.591066 0.204433 -1.636126
C 0.099052 -0.955819 -0.016914
O -0.080044 -2.263284 0.049292
N 0.974429 -0.432239 1.008889
C 1.448740 0.728480 1.111618
H 1.093521 1.653580 0.361248
C 3.049354 0.879116 1.224936
O 3.463190 0.127514 2.181857
C 3.244991 -1.567412 1.943082
H 3.448903 -2.007739 2.876476
C 1.307389 -1.513755 1.964845
H 1.297495 -2.477910 1.822341
H 1.053151 -1.043296 2.933022
H 3.326226 -1.729054 1.065562
H 3.456032 1.769718 1.447140
H 3.346146 0.386489 0.124228
H 1.099148 1.161258 2.206250
H -1.914968 0.447202 -2.304265
C -2.495792 -0.674142 0.765556
C -2.687930 -1.871333 1.298394
C -2.597307 -2.526885 2.473915
C -2.084983 -1.259766 3.482390
C -1.607453 -0.189999 3.028561
C -1.744336 0.349421 1.679948
H -1.701365 1.289672 1.532523
H -1.179939 0.710064 3.726492
N -1.786329 -1.908116 4.647564
O -1.127055 -1.277638 5.338432
O -2.182831 -2.999162 5.004623
H -3.021300 -3.429509 2.952648
H -3.460778 -2.601187 0.548370

Cartesian forces (eV/Å) of the 3 atoms listed first:
O 2.833 -0.803 1.169
C -2.331 3.639 -9.694
N -10.458 2.802 -5.775

Its LUMO energy is -1.48 eV. The value obtained for the gap between HOMO and LUMO is 6.91 eV.

Löwdin atomic charge list, values in e, 5 entries:
1 O 0.093
2 C -0.421
3 N 0.178
4 C -0.401
5 C 0.032

***

Across the entries above, strongest force on any atom takes the values 0.68; 3.89; 0.57; 1.12; 15.51 eV/A, respectively.
Across the entries above, energy relative to the best compared isomer or geometry (same formula, charge and spin) takes the values 0.1475; 2.0887; 1.1522; 0.0995; 21.7664 eV, respectively.